A structure of composition C6H10O. Source: OMol25; level of theory: the ωB97M-V functional and the def2-TZVPD basis.

As for the total charge: 0. The calculation puts the HOMO-LUMO gap at 9.58 eV. Its energy above the lowest of the compared OMol25 structures with the same formula, charge and spin is 591.15 kJ/mol. For the lowest unoccupied orbital energy, the calculation gives 0.74 eV.

Positions of all 17 atoms, in Å:
C: 1.7718 -0.8318 0.1387
C: 0.5250 -0.0531 -0.0684
C: -0.8509 0.3641 -1.4313
C: -1.5945 0.4027 -0.1247
C: -0.7027 -0.8110 0.2319
O: -1.0916 1.4757 0.6433
C: 0.3245 1.2721 0.6535
H: 2.2776 -1.1223 -0.8113
H: 0.9696 -1.8776 1.1196
H: 2.5390 -0.3228 0.7530
H: -0.4125 1.2478 -1.8617
H: -1.2521 -0.3483 -2.1760
H: -2.6799 0.3122 -0.0371
H: -0.8977 -1.6997 -0.3777
H: -0.4360 -1.3578 1.5182
H: 0.8277 2.0967 0.1327
H: 0.6826 1.2533 1.6974



A cluster of 2 separate species, C17H33F2N3O6Si in total. Source: OMol25; level of theory: the ωB97M-V functional and the def2-TZVPD basis.

As for the total charge: 0. The calculation puts the HOMO-LUMO gap at 9.48 eV. As for the SMILES: CCN(CC[C@@]1([C@@H](C)F)OC(=O)O[C@@]1(F)CCO[Si](C)(C)C)C(C)=O.NC(N)=O. For the lowest unoccupied orbital energy, the calculation gives 0.62 eV.

Positions of all 62 atoms, in Å:
C: 2.5606 -2.2471 1.0349
C: 2.3105 -2.0740 -0.4953
N: 2.6964 -0.8178 -1.1220
C: 1.8120 0.3146 -0.9126
C: 1.7659 0.9411 0.5003
C: 0.9301 2.2281 0.6253
C: 0.9742 2.6958 2.0915
C: 0.6322 4.1542 2.3321
F: 0.1831 1.9183 2.9130
O: 1.6749 3.2214 -0.1228
C: 1.0120 3.6017 -1.2331
O: 1.2237 4.4934 -1.8836
O: 0.0264 2.6382 -1.4280
C: -0.3879 2.3096 -0.1383
F: -1.1524 3.4324 0.1949
C: -1.3891 1.1860 -0.1082
C: -2.0075 0.9017 1.2754
O: -3.2249 0.1875 1.0720
Si: -3.0708 -1.4972 1.0997
C: -4.0767 -2.2872 -0.2893
C: -1.3078 -2.1287 0.8947
C: -3.7845 -2.2160 2.7006
C: 4.0989 -0.5248 -1.1508
C: 4.9887 -0.4020 0.0820
O: 4.6071 -0.3504 -2.1876
H: 1.5935 -2.3872 1.5255
H: 3.1698 -3.1118 1.2986
H: 2.9877 -1.3683 1.5104
H: 2.7898 -2.9081 -1.0136
H: 1.2410 -2.2003 -0.6666
H: 0.8199 0.0272 -1.2567
H: 2.1337 1.1022 -1.6015
H: 1.2869 0.2098 1.1657
H: 2.7389 1.1654 0.9290
H: 2.0035 2.5546 2.4283
H: -0.4160 4.3797 2.1623
H: 0.8086 4.3422 3.3945
H: 1.2796 4.8376 1.7919
H: -2.2145 1.4950 -0.7515
H: -1.0224 0.2405 -0.5194
H: -2.2851 1.8688 1.6977
H: -1.3414 0.3933 1.9701
H: -4.0409 -3.3752 -0.1930
H: -3.6269 -2.0530 -1.2572
H: -5.1237 -1.9780 -0.2830
H: -1.2554 -3.1768 1.1980
H: -0.5489 -1.5918 1.4726
H: -1.0158 -2.0837 -0.1594
H: -3.1947 -1.9244 3.5709
H: -3.7205 -3.3019 2.5797
H: -4.8421 -1.9817 2.8146
H: 4.5645 0.1752 0.9001
H: 5.1737 -1.4133 0.4624
H: 5.9538 -0.0283 -0.2376
C: -1.6721 -1.2286 -3.4501
O: -1.2010 -1.8931 -2.5398
N: -1.8013 0.1240 -3.3739
N: -2.1104 -1.7910 -4.6115
H: -2.1854 0.6909 -4.1062
H: -1.4903 0.5654 -2.5284
H: -2.0297 -2.7879 -4.6972
H: -2.5017 -1.2662 -5.3705



An isolated molecule of C4H4Br2N4O2. Source: OMol25; level of theory: the ωB97M-V functional and the def2-TZVPD basis.

As for the total charge: 0. The calculation puts the HOMO-LUMO gap (alpha / beta) at 8.52 / 8.52 eV. For the lowest unoccupied orbital energy (alpha / beta), the calculation gives -0.35 / -0.35 eV.

Positions of all 16 atoms, in Å:
C: 2.3839 -2.1656 0.2342
C: 0.3753 0.2635 0.4352
C: 4.2737 0.9251 -0.3485
C: 0.4729 -0.8888 -0.6336
N: 3.3403 0.3919 -0.8157
N: 2.7644 -0.5240 -1.4335
N: 1.9156 -1.2968 -0.6899
N: -0.8268 0.2660 1.0162
O: 1.7658 -2.8745 0.9589
O: 1.1379 1.1852 0.6206
Br: 4.3942 -2.2413 0.1532
Br: 4.9770 2.5663 0.1934
H: 0.1992 -0.7347 -1.6264
H: 0.0635 -1.7304 -0.0794
H: -1.5533 -0.4377 1.0358
H: -0.8615 1.0347 1.6842



A cluster of 2 separate species, H2IO in total. Source: OMol25; level of theory: the ωB97M-V functional and the def2-TZVPD basis.

As for the total charge: -1. The calculation puts the HOMO-LUMO gap at 7.31 eV. Its energy above the lowest of the compared OMol25 structures with the same formula, charge and spin is 14.59 kJ/mol. For the lowest unoccupied orbital energy, the calculation gives 3.85 eV.

Positions of all 4 atoms, in Å:
O: -1.0072 0.0373 0.8313
H: -0.3766 0.1193 0.0803
H: -0.4607 -0.2954 1.5789
I: 1.8445 0.1387 -2.4905



A cluster of 2 separate species, C26H31NO4 in total. Source: OMol25; level of theory: the ωB97M-V functional and the def2-TZVPD basis.

As for the total charge: 0. The calculation puts the HOMO-LUMO gap at 3.02 eV. Its energy above the lowest of the compared OMol25 structures with the same formula, charge and spin is 385.01 kJ/mol. For the lowest unoccupied orbital energy, the calculation gives -2.50 eV.

Positions of all 62 atoms, in Å:
C: 5.7449 2.1628 2.2705
C: 5.1661 0.7763 2.2828
O: 3.8274 0.8276 1.7645
C: 3.3273 -0.4296 1.7045
C: 1.9020 -0.5998 1.4358
C: 1.3066 -1.9363 1.7856
C: 1.2562 -2.0803 3.3056
C: 2.0925 -3.0996 1.1642
C: 1.1157 0.5941 1.3408
O: 1.4281 1.6567 0.8072
O: -0.0825 0.3591 1.9344
C: -0.9057 1.5336 2.1398
C: -0.6318 2.1940 3.4579
O: 4.0917 -1.3715 1.9742
H: 6.7543 2.1171 2.6944
H: 5.8286 2.5498 1.2510
H: 5.1630 2.8629 2.8822
H: 5.7912 0.1156 1.6676
H: 5.1375 0.3895 3.3116
H: 0.2778 -1.9701 1.4055
H: 0.6509 -1.2594 3.7018
H: 0.7983 -3.0379 3.5590
H: 2.2746 -2.0259 3.7064
H: 2.0422 -3.0241 0.0734
H: 3.1336 -3.0181 1.4874
H: 1.6685 -4.0615 1.4751
H: -0.6599 2.2531 1.3520
H: -1.9308 1.1621 2.0322
H: -1.4048 2.9397 3.6202
H: -0.6278 1.4758 4.2759
H: 0.3290 2.7061 3.3962
C: -5.4928 -1.9155 -0.2702
N: -4.2721 -1.3503 -0.8004
C: -3.5096 -0.4287 -0.1653
C: -2.4417 -0.0377 -1.0143
C: -1.5433 1.0029 -0.7809
C: -0.4973 1.5039 -1.6365
C: 0.5705 0.7300 -2.1585
C: 1.4763 1.2962 -3.0471
C: 1.3001 2.6116 -3.4958
C: 0.2657 3.3993 -2.9732
C: -0.5884 2.8656 -2.0235
C: -2.6210 -0.7830 -2.2531
C: -2.0801 -0.6344 -3.5178
C: -2.5113 -1.4972 -4.5398
C: -3.4994 -2.4714 -4.2890
C: -4.1561 -2.5243 -3.0435
C: -3.7256 -1.6401 -2.0614
H: -5.8103 -2.7362 -0.9143
H: -5.3270 -2.2758 0.7537
H: -6.2993 -1.1687 -0.2365
H: -3.7488 -0.0494 0.8279
H: -1.9100 1.7116 -0.0419
H: 0.6626 -0.3126 -1.8497
H: 2.3000 0.6901 -3.4267
H: 1.9869 3.0178 -4.2449
H: 0.1164 4.4250 -3.3199
H: -1.3794 3.4820 -1.5794
H: -1.3344 0.1359 -3.6928
H: -2.0510 -1.4344 -5.5273
H: -3.7745 -3.1574 -5.0886
H: -4.9700 -3.2162 -2.8485



A structure of composition C13H30AlNO4. Source: OMol25; level of theory: the ωB97M-V functional and the def2-TZVPD basis.

As for the total charge: -1. The calculation puts the HOMO-LUMO gap (alpha / beta) at 6.25 / 6.22 eV. The spin multiplicity is 2. For the lowest unoccupied orbital energy (alpha / beta), the calculation gives 2.27 / 2.24 eV.

Positions of all 49 atoms, in Å:
C: -1.8448 -1.9498 0.1249
C: -2.3463 -0.6422 -0.4615
O: -2.9036 0.1369 0.5536
C: -3.9912 0.9687 0.0858
Al: -5.6862 0.0058 -0.5621
C: -5.9763 -1.7864 0.4023
O: -6.4428 -2.7741 -0.5581
O: -5.3242 -3.0689 -1.3723
H: -2.5699 -2.3292 0.8293
H: -1.6834 -2.6944 -0.6438
H: -0.9316 -1.7155 0.6495
H: -3.0436 -0.8083 -1.2816
H: -1.4710 -0.1444 -0.8989
H: -4.2703 1.5885 0.9328
H: -3.6524 1.6569 -0.7009
H: -5.5387 -0.3362 -2.1557
H: -6.9305 0.9907 -0.2521
H: -6.7709 -1.6684 1.1277
H: -5.0803 -2.1882 0.8686
H: -5.3598 -2.3726 -2.0503
C: 2.5613 2.3328 1.4815
C: 2.4907 0.7880 1.4492
C: 3.8960 0.1936 1.5584
C: 4.7236 0.3446 0.2826
C: 3.9618 -0.1931 -0.9280
C: 2.5643 0.4085 -1.0744
N: 1.8112 0.3121 0.2090
O: 1.3545 -0.8822 0.3729
C: 2.6655 1.8698 -1.5501
C: 1.7988 -0.3302 -2.1667
C: 1.6690 0.3733 2.6646
H: 3.4767 2.7312 1.0449
H: 1.7109 2.7746 0.9630
H: 2.5313 2.6938 2.5089
H: 3.8150 -0.8713 1.7984
H: 4.4133 0.6631 2.3983
H: 5.0033 1.3904 0.1261
H: 5.6626 -0.2026 0.3942
H: 4.5290 -0.0023 -1.8417
H: 3.8772 -1.2804 -0.8350
H: 1.6839 2.3443 -1.5447
H: 3.0423 1.8975 -2.5729
H: 3.3437 2.4800 -0.9585
H: 1.7541 -1.4019 -1.9848
H: 2.2987 -0.1764 -3.1233
H: 0.7781 0.0447 -2.2499
H: 0.6499 0.7565 2.5967
H: 2.1310 0.7801 3.5643
H: 1.6203 -0.7074 2.7798